The following is a DFT calculation (ωB97M-V with the def2-TZVPD basis set) of a cluster of 7 separate species, C41H28ClNO15 in total.

```
! RIJCOSX wB97M-V def2-TZVPD def2/J DEFGRID3
* xyz 0 1
N 0.115 5.009 0.600
C 0.074 4.582 -0.809
C 0.883 5.462 -1.695
C 0.520 6.586 -2.330
Cl -0.969 7.368 -2.299
C 1.672 7.095 -3.142
O 1.684 7.947 -3.962
O 2.755 6.322 -2.807
C 2.289 5.214 -2.092
O 2.970 4.252 -1.933
H 0.089 4.182 1.183
H 0.950 5.531 0.832
H -0.960 4.645 -1.164
H 0.418 3.550 -0.938
O 7.509 6.074 0.461
C 6.413 6.093 0.975
C 6.198 6.727 2.304
C 4.997 6.746 2.876
C 3.825 6.138 2.202
O 2.721 6.152 2.712
C 4.037 5.500 0.883
C 5.236 5.477 0.308
H 7.072 7.166 2.769
H 4.815 7.198 3.843
H 3.169 5.049 0.422
H 5.409 5.015 -0.656
O 4.583 0.011 3.128
C 3.638 0.770 3.163
C 3.807 2.182 3.592
C 2.777 3.023 3.625
C 1.414 2.580 3.235
O 0.473 3.347 3.234
C 1.244 1.170 2.814
C 2.275 0.330 2.769
H 4.812 2.481 3.862
H 2.876 4.057 3.924
H 0.242 0.877 2.524
H 2.180 -0.698 2.439
O 2.233 -3.756 -1.995
C 1.866 -2.641 -1.691
C 2.842 -1.555 -1.428
C 2.443 -0.336 -1.077
C 1.001 -0.010 -0.946
O 0.635 1.100 -0.621
C 0.019 -1.092 -1.216
C 0.426 -2.311 -1.559
H 3.887 -1.819 -1.527
H 3.137 0.469 -0.869
H -1.029 -0.841 -1.112
H -0.267 -3.121 -1.752
O 7.339 -6.147 1.388
C 6.408 -5.375 1.433
C 6.587 -3.975 1.896
C 5.564 -3.126 1.948
C 4.199 -3.549 1.544
O 3.263 -2.778 1.590
C 4.018 -4.945 1.075
C 5.042 -5.791 1.024
H 7.592 -3.693 2.184
H 5.665 -2.100 2.283
H 3.015 -5.224 0.777
H 4.937 -6.814 0.684
O -3.055 -1.670 -0.678
C -3.773 -2.587 -1.021
C -3.509 -3.341 -2.273
C -4.293 -4.347 -2.649
C -5.466 -4.754 -1.831
O -6.181 -5.669 -2.180
C -5.731 -3.999 -0.580
C -4.943 -2.994 -0.207
H -2.653 -3.022 -2.855
H -4.123 -4.911 -3.557
H -6.594 -4.310 -0.004
H -5.113 -2.427 0.699
O -12.623 -5.052 -3.716
C -11.788 -4.943 -2.846
C -12.158 -5.027 -1.409
C -11.242 -4.905 -0.453
C -9.812 -4.681 -0.782
O -8.980 -4.570 0.095
C -9.441 -4.597 -2.216
C -10.357 -4.719 -3.172
H -13.206 -5.192 -1.196
H -11.487 -4.962 0.600
H -8.392 -4.440 -2.430
H -10.111 -4.663 -4.225
*
```

Values from the calculation:
- Orbital gap: 7.58 eV
- Calculated total energy: -87689.3569 eV
- Structure (SMILES): NCC1=C(Cl)C(=O)OC1=O.O=C1C=CC(=O)C=C1.O=C1C=CC(=O)C=C1.O=C1C=CC(=O)C=C1.O=C1C=CC(=O)C=C1.O=C1C=CC(=O)C=C1.O=C1C=CC(=O)C=C1
- HOMO level: -9.456 eV
- Lowest unoccupied orbital energy: -0.0689 Ha

Mulliken population analysis, charges in e, atoms 1 to 8: number 1, N, carries -0.552; number 2, C, carries -0.162; number 3, C, carries 0.113; number 4, C, carries 0.517; number 5, Cl, carries -0.168; number 6, C, carries 0.307; number 7, O, carries -0.494; number 8, O, carries -0.343